# 1
Computed, not measured: a structure of composition C25H33CaO2Se at a distorted geometry, with ωB97M-V with the def2-TZVPD basis set.

```
62
Properties=species:S:1:pos:R:3:mulliken_charge:R:1
O 3.649 -0.226 -1.238 -0.31
C 4.660 -0.337 -0.149 -0.36
C 5.876 -0.470 -1.013 -1.09
H 4.485 -1.219 0.479 0.30
H 4.764 0.554 0.477 0.35
C 4.789 -0.561 -2.103 1.65
H 6.495 -1.346 -0.858 0.30
H 6.459 0.444 -1.042 0.32
C 4.756 -1.965 -2.684 -1.69
H 4.696 -2.752 -1.912 0.34
H 5.690 -2.085 -3.262 0.41
H 3.926 -2.047 -3.393 0.40
C 5.129 0.430 -3.180 -1.75
H 5.368 1.415 -2.774 0.36
H 4.344 0.458 -3.937 0.41
H 6.034 0.051 -3.664 0.42
Ca -0.986 0.613 -0.601 1.08
C -3.232 2.752 -1.061 -0.43
C -3.131 2.709 0.345 0.04
C -1.788 2.961 0.710 -0.50
H -3.970 2.589 1.037 0.43
C -1.046 3.209 -0.486 -1.23
C -1.947 3.059 -1.589 -0.55
H -1.725 3.256 -2.634 0.38
H -4.156 2.653 -1.629 0.37
H -1.416 3.026 1.734 0.33
H -0.009 3.549 -0.541 0.47
C -3.279 -1.081 -1.741 -0.07
C -2.566 -0.393 -2.761 -0.53
C -1.207 -0.814 -2.712 -0.85
H -3.010 0.259 -3.511 0.39
C -1.077 -1.747 -1.639 -1.15
C -2.361 -1.909 -1.056 -0.13
H -2.614 -2.585 -0.238 0.28
H -4.356 -1.055 -1.579 0.37
H -0.418 -0.514 -3.405 0.44
H -0.167 -2.272 -1.336 0.51
O 2.814 -1.770 2.273 -0.47
C 1.856 -1.143 1.346 -0.40
C 1.955 0.385 1.564 0.33
H 0.798 -1.392 1.584 0.43
H 2.055 -1.505 0.311 0.15
C 2.254 0.451 3.082 -0.71
H 1.044 0.955 1.330 0.11
H 2.769 0.774 0.950 -0.04
C 2.990 -0.863 3.405 -0.52
H 1.283 0.430 3.592 0.23
H 2.771 1.375 3.364 0.38
H 2.646 -1.413 4.325 0.30
H 4.079 -0.680 3.564 0.22
Se -2.292 -0.492 2.080 -0.42
C -4.132 -0.470 2.099 0.43
C -4.841 0.567 2.772 -0.70
C -6.211 0.739 2.610 -0.23
C -6.957 -0.178 1.853 -0.47
C -6.309 -1.296 1.306 -0.36
C -4.936 -1.475 1.479 -0.59
H -4.258 1.252 3.393 0.33
H -6.698 1.595 3.084 0.33
H -8.026 -0.039 1.720 0.35
H -6.876 -2.047 0.749 0.34
H -4.437 -2.370 1.111 0.31
```

Summary:
Multiplicity: 1
Calculated total energy, eV: -114340.266
HOMO-LUMO gap, Eh: 0.2104
Energy relative to the best compared isomer or geometry (same formula, charge and spin), kcal/mol: 35.0
Net charge: -1
M, g/mol: 484.57

# 2
Computed, not measured: a structure of composition C25H33ClF8NNbO5P at a distorted geometry, with ωB97M-V with the def2-TZVPD basis set.

```
75
Properties=species:S:1:pos:R:3:mulliken_charge:R:1
C -4.794 0.669 -1.284 -0.88
C -3.994 0.981 -2.550 0.08
O -2.815 1.642 -2.157 -0.30
C -1.767 1.450 -3.079 -0.57
C -0.512 2.130 -2.616 -0.63
O 0.083 1.667 -1.430 -0.16
C -0.216 0.316 -1.058 -0.59
Nb 1.270 -0.351 0.556 -1.06
C 1.112 1.669 1.528 -1.04
N 2.784 0.392 -0.647 -0.47
Cl -0.619 -1.171 1.940 -0.47
C 2.862 -0.965 2.131 0.67
O 3.893 -0.310 2.128 -0.63
C 2.865 -2.121 3.215 1.06
F 1.783 -2.911 3.197 -0.31
F 3.919 -2.927 2.882 -0.34
C 3.136 -1.725 4.684 0.44
F 3.387 -2.881 5.352 -0.35
F 4.245 -0.978 4.824 -0.26
C 1.960 -1.015 5.415 0.87
F 0.779 -1.151 4.783 -0.25
F 1.821 -1.569 6.633 -0.31
C 2.207 0.494 5.679 0.22
O 2.803 0.858 6.682 -0.58
O 1.720 1.339 4.763 -0.48
P 1.463 -2.550 -0.745 0.31
C -0.297 -3.018 -1.175 -1.05
C 2.034 -4.015 0.238 -1.18
H -4.171 0.927 -0.438 0.34
H -5.680 1.282 -1.214 0.30
H -5.025 -0.379 -1.190 0.07
H -3.768 0.073 -3.108 0.05
H -4.609 1.626 -3.179 0.35
H -2.056 1.934 -4.021 0.43
H -1.631 0.402 -3.328 0.33
H 0.185 2.139 -3.458 0.31
H -0.775 3.174 -2.450 0.30
H -0.015 -0.326 -1.917 0.64
H -1.236 0.202 -0.700 0.43
H 1.649 2.411 0.948 0.19
H 1.512 1.731 2.539 0.38
H 0.077 2.004 1.545 0.40
H 2.630 0.097 -1.601 0.30
H 2.854 1.398 -0.595 0.27
H 0.921 0.981 4.356 0.35
H -0.999 -2.353 -0.685 0.20
H -0.466 -2.989 -2.242 0.33
H -0.522 -4.005 -0.787 0.43
H 2.053 -4.873 -0.431 0.47
H 3.047 -3.877 0.587 0.32
H 1.336 -4.257 1.030 0.27
F 3.725 3.361 -0.033 -0.25
C 4.096 4.445 0.666 0.34
C 5.266 4.400 1.397 -0.48
C 5.647 5.523 2.116 -0.32
C 4.857 6.665 2.101 -0.53
C 3.682 6.685 1.362 -0.36
C 3.296 5.569 0.634 -0.39
H 5.860 3.496 1.402 0.45
H 6.563 5.506 2.690 0.36
H 5.156 7.537 2.667 0.36
H 3.062 7.571 1.354 0.35
H 2.387 5.564 0.047 0.44
F -4.477 -1.662 -4.155 -0.25
C -5.161 -2.815 -3.982 0.48
C -5.390 -3.612 -5.085 -0.56
C -6.086 -4.801 -4.922 -0.39
C -6.547 -5.172 -3.667 -0.50
C -6.306 -4.355 -2.572 -0.48
C -5.605 -3.168 -2.724 -0.20
H -5.027 -3.301 -6.056 0.41
H -6.267 -5.438 -5.777 0.35
H -7.091 -6.099 -3.543 0.37
H -6.665 -4.641 -1.593 0.36
H -5.401 -2.527 -1.881 0.29
```

Summary:
Multiplicity: 1
Calculated total energy, eV: -83287.580
HOMO-LUMO gap, Eh: 0.2191
Net charge: -1
M, g/mol: 738.86

> The lowest M belongs to which entry?

C25H33CaO2Se

> What is the calculated total energy in the second record?

-83287.580 eV